# 1
DFT (ωB97M-V with the def2-TZVPD basis set) results for an isolated molecule of C4H4N4 in a non-equilibrium geometry.

XYZ file:
```
12
Properties=species:S:1:pos:R:3
N -3.609 -0.774 0.144
C -2.530 -0.414 -0.026
C -1.205 0.052 -0.345
N -0.375 -0.923 -0.241
C 0.846 -0.258 -0.019
N 2.006 -1.060 -0.006
C 0.713 1.152 -0.011
N -0.746 1.347 -0.086
H 1.880 -2.156 -0.286
H 2.842 -0.989 0.658
H 1.471 1.915 0.138
H -1.290 2.107 0.079
```

The calculation puts the HOMO energy at -8.434 eV. For the molar mass, the calculation gives 108.10 g mol⁻¹. The spin multiplicity is 1. The SMILES is N#Cc1nc(N)c[nH]1. As for the HOMO-LUMO gap: 9.08 eV. As for the calculated total energy: -373.79320 hartree.

Need the natural (NBO) charges? In units of e they are: -0.294 0.246 0.242 -0.405 0.269 -0.861 -0.163 -0.504 0.410 0.405 0.235 0.420

# 2
DFT (ωB97M-V with the def2-TZVPD basis set) results for a cluster of 2 separate species, C4H4N4O in total in a non-equilibrium geometry.

XYZ file:
```
13
Properties=species:S:1:pos:R:3
N -1.526 -0.088 3.024
C -1.444 -0.192 1.770
C -1.093 0.753 0.715
N -1.203 1.808 0.026
C -0.593 -0.797 0.720
N 0.209 -1.648 0.301
H -1.419 -1.028 3.316
H -0.557 1.967 -0.730
H 1.081 -1.254 -0.277
N 2.008 -0.438 -2.249
C 1.398 0.544 -1.993
O 1.018 1.617 -1.777
H 2.121 -1.244 -2.846
```

The calculation puts the HOMO energy at -8.726 eV. For the molar mass, the calculation gives 124.10 g mol⁻¹. The spin multiplicity is 1. The SMILES is N=C1C(=N)C1=N.N=C=O. As for the HOMO-LUMO gap: 7.79 eV. As for the calculated total energy: -448.91867 hartree.

Need the natural (NBO) charges? In units of e they are: -0.523 0.138 0.205 -0.557 0.192 -0.571 0.336 0.383 0.377 -0.774 0.868 -0.532 0.456

# 3
DFT (ωB97M-V with the def2-TZVPD basis set) results for a structure of composition C4H4N5O in a non-equilibrium geometry.

XYZ file:
```
14
Properties=species:S:1:pos:R:3
C -3.453 -0.305 -0.203
C -0.742 -1.521 0.380
C 0.463 -0.681 0.145
C -0.585 0.153 -0.678
N -4.043 -0.390 0.991
N -4.036 0.376 -1.117
N -5.078 0.322 0.787
N -5.148 0.765 -0.476
N -1.537 -0.867 -0.502
O -1.043 -2.451 1.132
H 0.922 -0.083 0.882
H 1.132 -0.958 -0.556
H -0.731 1.184 -0.181
H -0.338 0.232 -1.843
```

The calculation puts the HOMO energy (spin up / spin down) at -2.052 / -4.500 eV. The total charge is -1. For the molar mass, the calculation gives 138.11 g mol⁻¹. The spin multiplicity is 3. As for the HOMO-LUMO gap (spin up / spin down): 6.17 / 5.19 eV. As for the calculated total energy: -503.61713 hartree.

Need the natural (NBO) charges? In units of e they are: 0.446 0.596 -0.532 -0.192 -0.299 -0.403 -0.096 -0.054 -0.499 -0.662 0.190 0.203 0.158 0.144

# 4
DFT (ωB97M-V with the def2-TZVPD basis set) results for a cluster of 2 separate species, C4H4N8S in total in a non-equilibrium geometry.

XYZ file:
```
17
Properties=species:S:1:pos:R:3
C 1.571 0.903 0.411
C -1.730 0.497 0.278
C 0.071 -2.262 -0.490
C 0.655 0.139 1.177
N 1.675 2.299 0.300
N -3.322 0.321 -1.058
N 2.614 0.383 -0.215
N -2.064 -0.088 -0.882
N -2.720 1.154 0.878
N 2.780 2.479 -0.374
N -3.707 1.062 -0.002
N 3.328 1.345 -0.645
S 0.648 -1.559 1.146
H 0.118 -3.363 -0.614
H 0.791 -1.846 -1.231
H -0.957 -2.043 -0.681
H 0.247 0.577 2.003
```

The calculation puts the HOMO energy (spin up / spin down) at -1.523 / -0.590 eV. The total charge is -2. For the molar mass, the calculation gives 196.20 g mol⁻¹. The spin multiplicity is 1. As for the HOMO-LUMO gap (spin up / spin down): 6.82 / 5.91 eV. As for the calculated total energy: -990.88091 hartree.

Need the natural (NBO) charges? In units of e they are: 0.099 0.308 -0.730 -0.337 -0.337 -0.205 -0.344 -0.478 -0.461 -0.179 -0.208 -0.195 0.180 0.191 0.224 0.253 0.218

Question: The lowest molar mass belongs to which entry?
Answer: C4H4N4